19
Properties=species:S:1:pos:R:3:forces:R:3:lowdin_charge:R:1 method="wB97M-V/def2-TZVPD" charge=+1 gap_ev=7.92 relative_energy_kcal_mol=27.0
C 0.9870 0.0345 2.3265 -0.76 0.97 -0.77 0.025
C -1.2838 0.8024 1.6024 1.09 0.39 0.57 0.151
N -0.0616 0.5226 1.3370 -0.82 -0.16 0.07 -0.036
H 1.8460 0.7049 2.2048 -0.21 -0.19 0.15 0.105
H 1.2869 -0.9728 2.0292 -0.21 0.10 0.16 0.102
H 0.5661 0.1075 3.3423 0.24 -0.21 -0.52 0.107
H -1.5538 0.8158 2.6571 -0.37 -0.21 -0.20 0.119
H -1.9961 1.1393 0.8336 0.53 -0.31 0.28 0.130
H 0.2207 0.5796 0.3161 0.46 -0.38 0.67 0.017
C 0.6461 1.2241 -2.5041 -0.16 0.45 0.03 -0.426
S 1.4993 0.1405 -1.3079 -0.27 0.39 -0.48 0.442
S 0.7584 -1.6698 -1.8337 -1.15 -0.84 0.36 0.459
C -0.8576 -1.9114 -0.8380 0.89 1.22 -0.45 -0.383
H 1.0745 1.1796 -3.5090 0.10 -0.16 0.31 0.047
H -0.4016 0.9275 -2.5526 0.06 0.03 -0.02 0.027
H 0.6986 2.2593 -2.1373 0.10 -0.29 -0.08 0.043
H -1.5120 -1.0056 -0.9141 0.58 -0.80 -0.01 0.032
H -1.3850 -2.7770 -1.2335 0.19 0.03 -0.14 0.036
H -0.5322 -2.1011 0.1815 -0.31 -0.03 0.07 0.004